Entry 1:
# C13H29AsIrO5

A molecular structure, C13H29AsIrO5 in a non-equilibrium geometry (ωB97M-V with the def2-TZVPD basis set, the OMol25 dataset).

```
49
Properties=species:S:1:pos:R:3:forces:R:3
Ir -0.054 0.142 0.078 1.81 -2.58 -2.21
C 2.027 1.782 -2.091 0.59 0.14 0.07
C 2.307 2.104 -0.614 -0.24 0.41 -0.08
O 1.898 1.057 0.301 -0.94 0.71 0.14
C 2.866 0.058 0.720 0.35 0.21 0.56
C 2.626 -1.198 -0.017 0.42 -0.33 -0.16
O 1.230 -1.519 0.271 -0.37 0.78 0.53
C 0.762 -2.774 -0.331 0.21 -0.50 -0.10
C -0.717 -2.708 -0.368 -0.19 -0.39 0.14
O -1.014 -1.432 -1.003 -1.02 0.78 0.81
C -2.364 -1.339 -1.572 -0.02 -0.14 -0.43
C -2.793 0.110 -1.513 -0.40 0.19 0.25
O -1.631 0.996 -1.443 0.19 0.38 0.57
C -1.183 1.657 -2.587 -0.57 0.40 0.15
C 0.081 0.903 -3.226 0.21 -0.13 -0.16
O 0.980 0.808 -2.182 0.00 -0.28 -0.11
H 2.909 1.365 -2.602 -0.14 -0.20 0.05
H 1.765 2.689 -2.644 -0.07 -0.01 0.02
H 1.741 2.992 -0.336 -0.04 -0.05 0.18
H 3.362 2.325 -0.462 0.04 -0.06 0.02
H 2.672 -0.102 1.779 0.13 0.07 0.02
H 3.886 0.428 0.609 -0.05 0.12 -0.11
H 3.286 -1.974 0.379 -0.23 -0.20 0.05
H 2.777 -1.145 -1.097 -0.15 0.08 -0.02
H 1.084 -3.618 0.281 0.18 0.14 0.15
H 1.201 -2.877 -1.324 -0.01 0.18 -0.04
H -1.170 -2.734 0.624 -0.04 0.09 -0.01
H -1.125 -3.540 -0.947 -0.01 0.10 -0.17
H -3.066 -1.959 -1.012 0.08 -0.02 0.11
H -2.319 -1.722 -2.591 0.21 -0.05 -0.01
H -3.361 0.299 -0.603 0.10 0.21 0.06
H -3.426 0.389 -2.354 0.06 0.01 -0.08
H -0.855 2.655 -2.293 0.12 -0.01 -0.06
H -1.960 1.724 -3.353 0.07 -0.16 -0.11
H 0.444 1.504 -4.064 -0.05 0.12 0.06
H -0.205 -0.102 -3.544 -0.16 0.01 0.14
C 0.671 -0.091 3.607 0.19 -0.01 -0.03
As -0.775 0.331 2.429 -0.05 -0.12 0.01
C -2.163 -0.919 2.841 -0.12 -0.07 -0.15
C -1.373 2.098 2.857 -0.03 0.18 -0.22
H 0.229 -0.015 4.606 0.03 0.00 0.03
H 1.479 0.634 3.527 -0.03 0.04 0.04
H 1.029 -1.108 3.458 -0.02 -0.02 0.00
H -2.468 -0.653 3.859 -0.04 -0.06 0.01
H -1.780 -1.937 2.842 0.01 -0.01 0.04
H -3.027 -0.824 2.186 -0.01 0.04 0.01
H -1.848 1.990 3.837 0.01 0.03 0.02
H -2.108 2.477 2.149 -0.03 -0.03 0.00
H -0.526 2.778 2.931 0.02 0.00 0.01
```
Positions in Å, forces in eV/Å.

Calculated values
- ΔE to the lowest compared entry with this formula, charge and spin: 2.289 eV
- Spin multiplicity: 2
- Total energy: -3227.1617 a.u.
- Total charge: +4
- ⟨S²⟩: 0.76
- Kohn-Sham gap (alpha / beta): 8.3 / 5.4 eV


Entry 2:
# C13H29BiN5O7

A molecular structure, C13H29BiN5O7 in a non-equilibrium geometry (ωB97M-V with the def2-TZVPD basis set, the OMol25 dataset).

```
55
Properties=species:S:1:pos:R:3:forces:R:3
O 0.508 -0.509 -4.252 -3.60 2.26 -1.43
H 0.339 -0.797 -5.217 0.65 0.33 2.31
Bi 0.948 0.666 -0.682 0.22 -2.54 -2.83
N 1.520 -1.845 -1.838 -1.29 -2.30 0.19
N -0.556 -1.787 -0.521 -0.52 -3.16 -0.75
N 0.408 2.912 -0.969 -1.64 3.12 -0.29
N -1.408 1.447 -0.104 -2.49 1.83 1.66
O 2.184 -1.746 -2.986 0.50 0.79 -0.85
O 1.066 3.679 -1.926 0.60 -1.30 0.83
O -2.305 0.605 0.565 1.51 1.91 -0.77
O -1.753 -1.763 -0.008 -0.92 1.30 0.83
C -0.195 -3.060 -0.877 -0.65 3.38 1.74
C 1.034 -3.089 -1.568 2.20 3.00 -0.67
C -0.502 3.590 -0.246 3.53 -1.11 -1.91
C -1.516 2.752 0.264 -0.56 -4.26 0.96
C 1.684 -4.320 -2.068 -0.01 -0.57 -0.49
H 1.730 -4.298 -3.158 0.24 -0.06 -0.01
H 1.163 -5.238 -1.772 0.04 0.40 -0.08
H 2.702 -4.403 -1.669 -0.10 0.20 -0.26
C -1.067 -4.233 -0.652 -0.57 -0.63 0.60
H -1.931 -4.254 -1.329 0.10 0.23 0.13
H -1.481 -4.260 0.372 0.13 0.27 -0.42
H -0.545 -5.183 -0.796 0.06 0.28 -0.04
C -0.335 5.016 0.083 -0.26 0.97 -0.64
C -2.478 3.238 1.292 -0.67 0.49 0.63
H 0.405 5.491 -0.582 -0.45 -0.25 0.28
H 0.043 5.113 1.112 -0.23 -0.15 -0.16
H -1.297 5.543 0.010 0.39 0.02 0.09
H -3.361 2.602 1.413 0.34 0.01 -0.27
H -2.824 4.261 1.075 0.13 -0.38 -0.14
H -2.025 3.326 2.304 0.07 -0.21 -0.63
H 1.629 2.943 -2.391 -0.42 0.35 0.41
H -2.051 -0.361 0.257 -0.09 -1.14 -0.09
C -1.072 0.081 -3.681 1.42 -0.66 -0.89
H -1.084 0.737 -4.530 -0.84 0.46 0.05
H -1.350 0.558 -2.674 1.58 -0.86 -1.21
H -1.473 -0.894 -3.840 -1.03 -0.18 0.18
O 2.064 1.338 -2.503 -1.87 -0.82 -1.65
H 1.221 -0.963 -3.655 2.53 -2.48 1.19
H 1.652 0.860 -3.325 1.66 1.38 2.14
C 0.528 -0.701 4.796 0.17 -0.15 -0.25
N 0.360 0.031 3.531 0.43 -0.09 -0.56
C -0.592 1.127 3.496 -0.62 0.67 0.07
C 1.094 -0.177 2.446 -0.57 0.92 -0.11
C 2.017 -1.342 2.380 0.55 -0.44 0.16
O 0.967 0.668 1.470 0.49 -0.93 3.04
H -0.341 -0.475 5.420 0.28 -0.26 -0.12
H 1.442 -0.359 5.306 -0.30 -0.15 -0.09
H 0.591 -1.779 4.601 -0.10 0.32 0.20
H -0.095 2.088 3.282 -0.10 -0.42 0.10
H -1.374 0.958 2.733 0.44 -0.05 0.31
H -1.067 1.186 4.480 0.08 0.09 -0.28
H 1.460 -2.272 2.165 0.08 0.43 -0.04
H 2.801 -1.212 1.622 -0.40 0.04 0.11
H 2.518 -1.493 3.346 -0.13 0.06 -0.27
```
Positions in Å, forces in eV/Å.

Calculated values
- ΔE to the lowest compared entry with this formula, charge and spin: 3.433 eV
- Total energy: -1527.1857 a.u.
- Total charge: +1
- Kohn-Sham gap (alpha / beta): 4.5 / 4.5 eV


Entry 3:
# C13H29CuNO8

A molecular structure, C13H29CuNO8 in a non-equilibrium geometry (ωB97M-V with the def2-TZVPD basis set, the OMol25 dataset).

```
52
Properties=species:S:1:pos:R:3:forces:R:3
Cu 0.358 -0.241 -0.378 1.11 -0.57 -1.24
C -0.775 -4.018 -0.319 0.59 1.66 -0.84
C -0.892 -2.799 -1.309 1.98 0.10 -0.21
O 0.339 -2.333 -1.764 -1.71 0.19 1.19
H -0.167 -4.709 -0.903 -0.44 -0.68 0.24
H -1.774 -4.290 0.020 -0.03 -0.67 0.00
H -0.146 -3.693 0.509 -0.06 0.00 0.23
H -1.482 -2.012 -0.838 -0.60 0.45 0.59
H -1.513 -3.136 -2.139 -0.69 -0.49 -0.67
C 3.393 -1.650 1.860 -0.05 -0.33 -0.47
C 3.538 -0.709 0.608 -1.15 -0.41 -2.43
O 3.137 -1.129 -0.682 0.31 -0.40 2.01
H 3.022 -1.104 2.727 -0.09 0.25 0.19
H 4.290 -2.176 2.188 0.54 0.07 -0.15
H 2.690 -2.459 1.660 -0.35 0.10 -0.29
H 4.565 -0.369 0.474 0.84 0.35 0.83
H 2.885 0.143 0.798 0.10 0.76 0.82
C 2.909 2.697 -1.604 -0.94 -2.05 -0.26
N 1.551 2.023 -1.387 4.45 4.46 -0.96
O 1.028 2.114 -0.295 -1.87 1.23 6.53
O 1.082 1.208 -2.138 -1.24 -3.82 -5.14
H 3.224 2.224 -2.534 0.31 0.42 -0.05
H 3.612 2.413 -0.821 -0.10 -0.42 0.25
H 2.952 3.786 -1.618 -0.80 0.23 -0.25
O -1.602 1.121 -1.129 -3.01 1.89 -2.49
C -2.315 1.864 -1.839 3.83 -2.33 1.92
O -2.550 1.721 -3.171 -0.88 1.92 0.09
C -2.032 0.733 -4.028 1.29 -3.10 1.17
C -0.983 1.135 -5.076 -1.65 -0.11 0.92
C -2.968 3.106 -1.293 -0.25 -0.16 -0.15
H -2.838 0.201 -4.532 -0.58 0.59 -0.11
H -1.655 -0.049 -3.369 0.58 -0.08 0.05
H -0.052 1.427 -4.590 -0.13 0.54 -0.26
H -1.623 1.818 -5.635 1.12 0.94 -0.55
H -0.811 0.280 -5.728 0.03 -0.14 0.19
H -2.710 3.337 -0.260 0.08 -0.67 -0.05
H -4.021 2.840 -1.387 -0.34 0.71 0.11
H -2.709 4.009 -1.846 -0.24 -0.24 -0.45
O 0.019 0.082 1.990 -2.06 2.04 4.73
C -0.364 0.683 3.050 1.46 -2.55 -3.71
O -1.227 0.136 3.989 0.66 0.57 -0.86
C -1.646 -1.224 3.752 -1.02 0.12 0.79
C -0.690 -2.188 4.442 1.02 0.09 -1.27
C 0.118 2.075 3.423 -0.96 -1.34 -0.41
H -1.864 -1.310 2.688 0.90 -0.59 -0.10
H -2.631 -1.386 4.190 -0.20 0.77 0.40
H -1.104 -3.134 4.793 -0.26 0.01 -0.50
H -0.151 -1.781 5.297 -0.38 0.54 0.01
H 0.069 -2.325 3.672 0.38 -0.74 0.27
H 0.506 1.996 4.438 0.23 0.39 -0.13
H -0.792 2.674 3.412 0.16 0.38 0.15
H 0.804 2.377 2.631 0.11 0.11 0.29
```
Positions in Å, forces in eV/Å.

Calculated values
- Spin multiplicity: 2
- Total energy: -2809.5274 a.u.
- Total charge: -2
- ⟨S²⟩: 0.75
- Kohn-Sham gap (alpha / beta): 2.8 / 3.6 eV


Entry 4:
# C13H29N3O3P2

4 unconnected molecules or ions with the total composition C13H29N3O3P2 in a non-equilibrium geometry (ωB97M-V with the def2-TZVPD basis set, the OMol25 dataset).

```
50
Properties=species:S:1:pos:R:3:forces:R:3
C 3.156 -0.974 2.638 -0.02 0.72 0.08
C 3.043 0.385 1.973 0.96 -0.65 -0.24
O 2.210 0.359 0.789 -0.40 0.47 1.49
P 0.670 0.707 1.007 -0.32 0.10 -0.36
O 0.088 1.014 -0.293 -0.54 -0.02 -1.16
C -0.220 -0.642 1.853 0.17 0.37 -0.14
C -1.499 -1.050 1.111 -0.33 -0.19 0.50
C -2.798 -0.575 1.763 -0.07 -0.09 -0.22
P -4.115 -1.968 1.973 -0.35 0.07 -0.32
O 0.569 1.969 2.001 0.47 -0.85 -0.08
C -0.720 2.608 1.950 -0.02 0.84 0.94
C -1.216 2.922 3.350 -0.16 -0.36 -0.47
H 2.274 -1.202 3.219 -0.18 -0.34 0.10
H 4.005 -0.910 3.307 0.16 -0.12 0.34
H 3.383 -1.734 1.907 -0.14 -0.32 -0.22
H 2.768 1.164 2.674 -0.41 0.14 0.00
H 4.035 0.630 1.622 0.19 0.27 -0.32
H -0.482 -0.297 2.845 0.03 0.18 0.31
H 0.428 -1.490 2.014 0.33 -0.26 -0.19
H -1.496 -0.708 0.088 0.30 0.06 -0.33
H -1.509 -2.138 1.073 -0.02 -0.31 -0.07
H -3.261 0.201 1.159 -0.16 0.18 -0.19
H -2.642 -0.132 2.746 0.08 -0.02 0.23
H -5.166 -1.065 1.654 0.05 -0.02 0.18
H -3.737 -2.130 3.340 -0.01 -0.11 -0.07
H -3.547 -2.716 0.887 0.17 0.13 0.11
H -5.095 -3.038 2.106 0.02 -0.01 0.17
H -1.475 2.012 1.457 0.04 -0.24 -0.43
H -0.581 3.538 1.422 0.03 0.15 -0.47
H -1.754 2.069 3.738 0.06 -0.30 0.43
H -0.418 3.217 4.015 0.20 0.10 0.17
H -1.945 3.716 3.269 -0.16 0.37 0.09
C -3.791 -1.048 -2.304 -0.07 -0.01 0.05
C -5.064 -1.447 -1.710 1.46 0.46 -0.69
N -6.055 -1.757 -1.251 -1.40 -0.44 0.71
H -3.851 -1.122 -3.387 0.01 0.00 -0.02
H -3.560 -0.021 -2.028 0.03 0.01 0.00
H -2.997 -1.701 -1.945 0.02 0.00 0.00
C 1.443 0.057 -3.276 0.00 0.07 -0.11
C 1.485 0.213 -4.728 -0.03 -0.14 1.18
N 1.528 0.336 -5.860 0.08 0.12 -1.12
H 0.585 -0.546 -2.993 -0.02 0.02 0.06
H 2.351 -0.434 -2.931 0.00 -0.01 0.04
H 1.361 1.029 -2.796 -0.05 -0.03 0.09
C 5.181 0.497 -5.158 0.11 0.01 0.04
C 6.432 0.358 -4.418 -0.97 0.12 -0.58
N 7.406 0.249 -3.837 0.95 -0.11 0.58
H 4.375 0.011 -4.615 -0.04 -0.01 -0.03
H 4.940 1.550 -5.283 -0.03 0.01 -0.01
H 5.276 0.036 -6.138 -0.04 -0.01 -0.02
```
Positions in Å, forces in eV/Å.

Calculated values
- Total energy: -1585.3647 a.u.
- SMILES string: CCOP(=O)(CCC[PH4])OCC.CC#N.CC#N.CC#N
- Kohn-Sham gap: 8.8 eV


Entry 5:
# C13H29N4O9V

A molecular structure, C13H29N4O9V in a non-equilibrium geometry (ωB97M-V with the def2-TZVPD basis set, the OMol25 dataset).

```
56
Properties=species:S:1:pos:R:3:forces:R:3
O -8.613 -9.271 20.526 0.34 -1.01 -3.42
V -8.559 -8.600 21.950 0.50 1.53 2.04
O -9.366 -9.470 23.046 -1.21 -0.09 1.36
O -5.995 -5.608 23.352 -0.89 -0.07 0.05
C -6.933 -6.365 22.723 1.95 -1.23 -5.33
O -7.933 -6.709 23.277 -4.12 -0.66 5.00
O -6.812 -6.752 21.549 2.13 0.11 -1.71
H -6.656 -5.505 24.041 0.70 1.14 1.88
C -5.589 -9.948 23.016 -2.89 -0.68 -2.32
O -6.794 -9.959 22.653 2.91 0.55 0.93
N -5.152 -10.033 24.248 0.91 1.30 2.75
C -3.730 -9.983 24.560 0.06 -0.51 0.86
C -6.032 -9.772 25.443 -0.13 -0.76 -1.56
H -4.754 -10.033 22.303 -0.16 0.25 -0.28
H -3.648 -10.745 25.336 0.71 -0.23 -0.09
H -3.377 -9.071 25.041 -0.48 0.45 -0.12
H -3.021 -10.166 23.752 -0.55 -0.27 -0.28
H -6.864 -10.457 25.279 -0.42 0.49 0.25
H -5.562 -10.029 26.393 0.43 -0.07 -0.34
H -6.344 -8.728 25.460 -0.18 -0.12 -0.10
C -4.266 -7.303 19.556 0.98 -0.10 1.11
O -3.147 -6.921 19.915 -0.81 -0.25 -0.56
N -4.583 -8.603 19.319 0.28 -0.31 -1.33
C -3.550 -9.651 19.224 -0.63 0.06 0.56
C -5.852 -8.931 18.644 -0.21 0.03 1.11
H -5.139 -6.633 19.552 0.08 -0.12 -0.20
H -2.570 -9.361 19.604 -0.31 0.42 0.02
H -3.424 -10.055 18.219 -0.12 0.33 -0.31
H -3.916 -10.489 19.817 0.08 -0.17 0.14
H -6.341 -9.763 19.150 0.20 -0.30 -0.03
H -6.584 -8.148 18.838 0.21 0.27 -0.24
H -5.744 -9.151 17.581 0.16 0.15 -0.06
C -8.551 -9.352 16.371 0.43 1.87 0.71
O -7.656 -9.460 15.565 0.14 -0.16 -0.52
N -8.944 -8.142 16.940 1.36 0.34 -2.01
C -10.034 -8.151 17.824 -2.18 0.22 0.21
C -8.499 -6.794 16.443 0.52 -0.67 0.44
H -9.068 -10.227 16.793 -0.19 0.21 0.07
H -10.622 -9.038 17.590 0.18 -0.48 0.84
H -10.761 -7.406 17.501 -0.01 0.63 0.00
H -9.834 -7.996 18.885 0.33 -0.46 0.01
H -7.833 -6.828 15.580 0.00 -0.61 0.14
H -9.289 -6.094 16.172 -0.75 -0.62 -0.06
H -7.977 -6.238 17.222 0.25 -0.35 0.29
C -11.229 -6.412 21.141 3.23 -2.74 0.14
O -10.252 -7.209 21.285 -2.72 2.39 -0.30
N -12.271 -6.326 21.966 0.06 1.15 0.31
C -13.352 -5.420 21.760 -1.26 0.65 -1.17
C -12.489 -7.123 23.115 0.49 -2.15 0.87
H -11.274 -5.790 20.233 -0.14 0.17 0.29
H -13.823 -5.012 22.654 0.57 -0.23 0.41
H -14.152 -5.971 21.264 -0.34 0.03 -0.16
H -13.143 -4.551 21.136 0.48 -0.17 -0.12
H -13.517 -7.483 23.090 -0.23 0.29 0.27
H -11.903 -8.042 23.114 0.47 0.09 -0.37
H -12.236 -6.661 24.070 -0.24 0.47 -0.10
```
Positions in Å, forces in eV/Å.

Calculated values
- ΔE to the lowest compared entry with this formula, charge and spin: 0.000 eV
- Spin multiplicity: 2
- Total energy: -2352.9974 a.u.
- Total charge: -1
- ⟨S²⟩: 0.75
- Kohn-Sham gap (alpha / beta): 4.9 / 6.8 eV


Entry 6:
# C13H29N5O7Tm

A molecular structure, C13H29N5O7Tm in a non-equilibrium geometry (ωB97M-V with the def2-TZVPD basis set, the OMol25 dataset).

```
55
Properties=species:S:1:pos:R:3:forces:R:3
O -0.205 -0.375 -4.297 1.01 0.06 -0.93
H 0.232 0.083 -5.013 -0.09 0.05 -0.60
Tm 0.268 0.388 -0.425 -0.98 0.13 -1.82
N 1.017 -1.632 -1.677 -1.95 -1.46 0.16
N -1.069 -1.583 -0.288 -1.62 -2.45 -0.22
N 0.194 2.835 -0.521 -1.31 1.56 0.35
N -1.685 1.400 0.216 -1.34 2.86 1.29
O 1.472 -1.542 -2.980 0.97 -0.18 -0.40
O 0.951 3.480 -1.359 0.79 -0.31 0.19
O -2.880 0.777 0.259 -0.05 -1.32 0.11
O -2.277 -1.538 0.303 1.38 -0.47 -0.51
C -0.737 -2.822 -0.732 -0.82 2.26 2.01
C 0.504 -2.868 -1.411 1.72 2.44 -1.49
C -0.658 3.512 0.246 1.96 -0.59 -0.44
C -1.737 2.678 0.682 -0.20 -3.09 -0.53
C 1.117 -4.114 -1.946 -0.25 -0.24 -0.30
H 0.890 -4.328 -3.004 -0.05 0.20 0.36
H 0.751 -4.947 -1.338 0.28 0.01 -0.22
H 2.202 -4.039 -1.863 -0.09 0.00 -0.04
C -1.665 -3.967 -0.586 0.18 -0.48 -0.05
H -2.578 -3.795 -1.171 0.05 0.13 0.39
H -1.910 -4.143 0.470 -0.16 0.11 -0.35
H -1.196 -4.863 -1.000 -0.17 0.05 0.18
C -0.577 4.968 0.564 -0.25 0.18 -0.32
C -2.891 3.220 1.473 -0.12 -0.07 -0.14
H 0.238 5.434 0.022 0.13 -0.07 -0.03
H -0.434 5.135 1.638 -0.02 -0.11 -0.13
H -1.496 5.486 0.276 0.04 0.00 0.05
H -3.645 2.448 1.684 0.46 0.28 -0.11
H -3.381 4.036 0.918 0.14 -0.23 0.21
H -2.499 3.648 2.413 -0.19 -0.10 -0.36
H 1.274 2.246 -2.063 -0.13 0.64 0.22
H -2.604 -0.362 0.195 -0.68 1.04 0.63
C -1.585 -0.211 -4.258 -1.62 0.13 1.02
H -2.197 -0.850 -4.925 0.73 -0.26 0.55
H -1.837 0.789 -4.555 -0.18 0.69 0.17
H -1.794 -0.351 -3.168 -0.64 0.00 -1.05
O 1.214 1.201 -2.157 0.36 -0.26 -1.65
H 0.689 -1.112 -3.520 1.23 -1.01 1.13
H 1.073 0.921 -3.082 0.37 0.18 0.78
C 2.457 -0.693 4.471 -0.15 -0.01 -0.06
N 2.425 -0.447 3.035 -0.79 0.29 -0.44
C 3.630 -0.523 2.186 0.36 -0.13 0.27
C 1.332 -0.070 2.420 0.73 0.30 -1.74
C -0.044 0.028 2.986 0.49 0.01 0.57
O 1.513 0.213 1.173 0.07 -0.20 1.86
H 3.483 -0.978 4.670 -0.09 -0.04 0.56
H 1.765 -1.510 4.723 0.39 0.24 0.09
H 2.176 0.228 5.008 0.28 -0.48 -0.04
H 3.507 -1.252 1.362 -0.07 0.45 0.52
H 3.896 0.462 1.765 -0.21 -0.48 0.24
H 4.408 -0.862 2.857 0.36 -0.03 -0.16
H -0.418 1.062 2.861 0.19 -0.49 0.13
H -0.709 -0.649 2.421 0.17 0.18 0.34
H 0.027 -0.248 4.043 -0.66 0.12 -0.24
```
Positions in Å, forces in eV/Å.

Calculated values
- Spin multiplicity: 3
- Total energy: -2398.0587 a.u.
- Total charge: +1
- ⟨S²⟩: 2.30
- Kohn-Sham gap (alpha / beta): 6.1 / 6.2 eV